This record from the Open Molecules 2025 dataset describes a structure of composition C40H42ClInN9O3S. The level of theory is wB97M-V/def2-TZVPD.

Last column: Mulliken charge in e.
Element x y z (Å)
In1 0.10936 0.32578 -0.04607  3.71
Cl1 -1.26865 -4.21798 5.34187  -0.22
C1 -0.55481 -3.09801 4.22071  0.21
C2 0.00106 -1.90305 4.68150  -0.82
C3 0.55195 -1.00880 3.79170  -0.31
C4 0.54679 -1.25405 2.40594  0.15
O1 1.11540 -0.38604 1.59982  -0.71
C5 -0.04448 -2.46059 1.95396  0.03
C6 -0.14056 -2.80394 0.55633  0.10
N1 -0.04783 -1.95133 -0.39453  0.35
C7 -0.03908 -2.34506 -1.74247  -0.55
C8 -0.77822 -3.36189 -2.28293  -0.09
C9 -0.64985 -3.68477 -3.64988  -1.22
C10 0.22263 -3.00601 -4.45066  -0.89
C11 0.99739 -1.94684 -3.92089  1.20
C12 1.95772 -1.23414 -4.67174  -0.81
C13 2.68987 -0.25555 -4.06316  -1.09
C14 2.42168 0.05840 -2.71765  -0.51
N2 1.52089 -0.55926 -1.99350  -0.06
C15 0.83992 -1.58890 -2.56805  0.15
C16 -0.55230 -3.38453 2.88000  -0.97
H1 -0.00289 -1.68716 5.74168  0.48
H2 0.99184 -0.08125 4.13421  0.51
H3 -0.28685 -3.86171 0.32230  0.56
H4 -1.46649 -3.91924 -1.65863  0.56
H5 -1.24516 -4.48988 -4.05874  0.43
H6 0.33492 -3.26904 -5.49445  0.43
H7 2.10910 -1.48038 -5.71523  0.44
H8 3.45295 0.29459 -4.59534  0.46
H9 2.97458 0.85497 -2.23689  0.90
H10 -0.97404 -4.31718 2.52507  0.44
C17 -4.13743 2.82599 3.64075  -1.11
C18 -3.46721 4.15908 3.94836  0.77
C19 -2.69096 4.09938 5.25906  -1.58
C20 -2.59842 4.62729 2.77871  -1.21
N3 -1.59540 3.64576 2.37366  0.82
C21 -1.62825 2.75297 1.38390  -0.67
N4 -0.52072 2.05393 1.44413  0.63
N5 0.19179 2.53194 2.47584  -0.14
N6 -0.44496 3.48652 3.04071  -0.95
H11 -4.84578 2.56608 4.42711  0.54
H12 -3.39607 2.02211 3.60029  0.07
H13 -4.67963 2.83804 2.69186  0.26
H14 -4.24082 4.92823 4.03807  0.38
H15 -1.90018 3.34917 5.21516  0.28
H16 -3.35829 3.83314 6.07868  0.44
H17 -2.22710 5.05759 5.49529  0.41
H18 -2.06361 5.54360 3.02468  0.42
H19 -3.20984 4.81361 1.89533  0.36
H20 -2.42826 2.62953 0.67350  0.48
N7 -2.04435 1.36129 -2.34196  -0.84
C22 -1.29368 0.94301 -1.57291  -0.19
C23 3.47699 1.95612 1.22406  -0.84
N8 3.48485 2.69438 -0.03187  0.39
C24 4.67669 3.50632 -0.26787  -0.67
C25 4.38753 4.64528 -1.22148  -0.79
C26 3.64948 4.10140 -2.42492  -0.52
N9 2.44615 3.41021 -1.99031  0.43
C27 1.32548 3.39243 -2.91754  -0.98
C28 2.39954 2.71686 -0.82827  -0.50
O2 1.34265 2.11222 -0.51541  -0.48
H21 3.24273 2.61652 2.06107  0.38
H22 4.46925 1.53001 1.37457  0.41
H23 2.75319 1.14942 1.21324  -0.01
H24 5.48002 2.86916 -0.65191  0.32
H25 5.00631 3.89308 0.69764  0.41
H26 5.31872 5.12236 -1.52436  0.39
H27 3.76967 5.39894 -0.72905  0.30
H28 4.29333 3.42280 -2.99909  0.24
H29 3.34749 4.90359 -3.09826  0.40
H30 0.99689 4.41298 -3.11987  0.39
H31 0.50089 2.82501 -2.50066  0.14
H32 1.62551 2.93215 -3.86270  0.33
O3 -2.03360 -0.26410 0.96899  -0.90
S1 -3.00928 -0.81082 1.97030  -0.34
C29 -3.46730 -2.44618 1.40205  0.92
C30 -3.73359 -3.42714 2.34109  -0.40
C31 -4.10260 -4.69282 1.90399  -0.80
C32 -4.18728 -4.95774 0.54535  -0.62
C33 -3.90639 -3.96251 -0.38668  -0.69
C34 -3.54341 -2.69537 0.03845  -0.40
C35 -4.55093 -0.00271 1.54945  0.73
C36 -4.67021 0.66227 0.34102  -0.32
C37 -5.87178 1.29496 0.04699  -0.77
C38 -6.92308 1.25638 0.95274  -0.55
C39 -6.78467 0.58218 2.16013  -0.67
C40 -5.59000 -0.05000 2.46671  -0.53
H33 -3.63344 -3.21608 3.39960  0.53
H34 -4.31175 -5.47075 2.62580  0.47
H35 -4.47314 -5.94475 0.20681  0.44
H36 -3.98827 -4.17344 -1.44523  0.53
H37 -3.31825 -1.90529 -0.66941  0.38
H38 -3.84851 0.67083 -0.36613  0.40
H39 -5.98351 1.80951 -0.89842  0.49
H40 -7.85631 1.75024 0.71720  0.42
H41 -7.60660 0.55141 2.86262  0.45
H42 -5.46813 -0.56944 3.41031  0.46

Output
Energy, eV: -90243.50812
Net charge: +1
HOMO level, eV: -10.16
HOMO-LUMO gap, eV: 7.4